[1]
Molecular formula: C5H9IN3
Method: DFT, the ωB97M-V functional and the def2-TZVPD basis

```
! RIJCOSX wB97M-V def2-TZVPD def2/J DEFGRID3
* xyz 1 3
C 0.1664 1.5642 -0.5031
C 1.3995 0.7597 -0.2030
C 0.0647 -1.1128 0.2864
C -1.2476 -0.2869 -0.5772
C -2.6264 -0.6326 -0.1785
N -1.0046 1.0704 -0.6060
N 1.3386 -0.5154 0.0438
N 2.5651 1.4042 -0.5752
I -1.1121 -0.7706 -2.7772
H 0.3657 2.6311 -0.7562
H -0.0237 -0.9822 1.4506
H -0.0236 -2.2694 0.1001
H -3.2901 -0.7132 -0.9826
H -2.9835 0.0469 0.5817
H -2.5314 -1.6188 0.3233
H 2.1202 -1.1008 0.2608
H 2.7408 2.3216 -0.7348
H 3.5153 1.0144 -0.3062
*
```

Results
frontier orbital gap (spin up / spin down): 0.2456 / 0.2097 Ha
maximum force: 5.95 eV/Å
molar mass: 238.1 g/mol
LUMO (spin up / spin down): -3.877 / -7.683 eV

The molecule's Löwdin atomic charges, reported in e, are given here: -0.099 -0.282 -0.107 -0.767 -0.125 -0.023 0.046 0.171 1.132 0.133 0.156 0.147 0.032 0.099 0.101 0.165 0.066 0.157

***

[2]
Molecular formula: C5H12N2O2S
Method: DFT, the ωB97M-V functional and the def2-TZVPD basis

```
! RIJCOSX wB97M-V def2-TZVPD def2/J DEFGRID3
* xyz 0 1
C 1.5363 0.2106 3.6178
S 2.0612 -0.7767 2.1734
N 1.4700 -0.1142 0.9020
O 3.4882 -1.1927 2.1975
H 2.3236 0.3385 4.3270
H 1.1753 1.0556 3.0772
H 0.7000 -0.2866 4.2678
H 1.4411 -1.9623 2.3385
H 2.1332 -0.2855 0.1184
C -0.1465 0.9504 -2.0806
C -1.1754 -0.1462 -2.0245
C -2.4404 0.2715 -2.7665
N -1.3874 -0.3418 -0.6378
C -1.2196 -0.4590 0.4913
O -1.1653 -0.6763 1.6249
H 0.3908 1.0159 -3.0964
H -0.7967 1.8298 -1.7537
H 0.7025 0.7502 -1.4379
H -0.9894 -1.1903 -2.4146
H -2.0723 0.2585 -3.8304
H -2.8452 1.2175 -2.2979
H -3.1839 -0.4669 -2.7955
*
```

Results
SMILES: C[S@@H](=N)=O.CC(C)N=C=O
frontier orbital gap: 0.3815 Ha
maximum force: 3.17 eV/Å
molar mass: 164.2 g/mol
LUMO: 0.702 eV

The molecule's Löwdin atomic charges, reported in e, are given here: -0.160 0.699 -0.278 -0.436 0.043 0.032 0.108 0.050 0.033 -0.066 -0.469 -0.071 0.156 -0.406 0.096 0.107 0.112 0.041 0.158 0.100 0.104 0.048

***

Question: maximum force of number 2 (C5H12N2O2S)?
Answer: 3.17 eV/Å

***

Question: What is the molar mass in the second record?
Answer: 164.2 g/mol